(1)
2 unconnected molecules or ions with the total composition C5H17N3P at a distorted geometry, computed with ωB97M-V/def2-TZVPD.

The calculation puts the lowest unoccupied orbital energy at -4.1 eV. For the energy above the lowest of the compared OMol25 structures with the same formula, charge and spin, the calculation gives 195.4 kJ/mol. For the maximum force, the calculation gives 0.06226 Eh/bohr. The orbital gap comes out at 8.80 eV. Its charge is +1. As for the HOMO energy: -12.898 eV.

Each line ends with the Löwdin charge.
Geometry (Å):
C  1.69109  -1.49124  1.69536  0.11
C  1.31282  -1.26107  -0.73463  -0.07
C  -0.72400  1.37423  -1.56731  -0.16
C  0.42125  2.48446  0.27376  -0.12
C  -0.60203  0.56604  2.51783  -0.23
N  -1.78070  -2.24788  -1.83896  0.00
N  1.07170  -0.92727  0.72163  -0.23
N  -0.26913  1.26131  -0.17855  -0.53
P  -0.68212  -0.03650  0.76048  1.05
H  1.45980  -0.90578  2.61586  0.09
H  -1.22897  -2.46877  -2.61045  -0.01
H  2.50688  -2.12520  1.39355  0.11
H  2.34721  -1.42411  -1.02515  0.10
H  0.67181  -1.96645  -1.21238  0.05
H  1.13080  -0.33563  -1.31982  0.07
H  -1.52132  2.25041  -1.69883  0.12
H  0.10370  1.76883  -2.30838  0.11
H  -1.10571  0.30295  -1.77360  0.06
H  1.17307  2.77401  -0.50642  0.09
H  -0.44413  3.31757  0.38181  0.13
H  0.85084  2.54784  1.32460  0.09
H  0.38515  0.28903  2.90524  0.01
H  -1.33876  -0.09153  2.98298  0.04
H  -0.79698  1.60603  2.66739  0.04
H  -1.84828  -3.18232  -1.40451  0.04
H  -2.78401  -2.07893  -2.06150  0.05


(2)
2 unconnected molecules or ions with the total composition C5H17N9 at a distorted geometry, computed with ωB97M-V/def2-TZVPD.

The calculation puts the lowest unoccupied orbital energy at -7.5 eV. For the energy above the lowest of the compared OMol25 structures with the same formula, charge and spin, the calculation gives 0.0 kJ/mol. For the maximum force, the calculation gives 0.03047 Eh/bohr. The orbital gap comes out at 7.67 eV. Its charge is +2. As for the HOMO energy: -15.170 eV.

Each line ends with the Löwdin charge.
Geometry (Å):
C  -1.41450  0.73622  1.73106  -0.51
C  1.20835  1.19098  -1.85569  -0.16
C  0.66273  -0.19899  -2.17999  -0.12
C  2.61319  1.04697  -1.27791  -0.14
C  0.79023  -1.06787  -0.96420  -0.35
N  -0.19890  0.65193  2.29131  0.19
N  -0.06778  -2.08675  -0.86196  0.14
N  1.72850  -0.86187  -0.05640  0.08
N  -0.00937  -3.01751  -0.01808  -0.03
N  0.81447  -3.12508  1.03998  0.16
N  -1.50804  0.29020  0.50224  0.02
N  -2.41344  1.22942  2.48691  0.20
N  2.58225  0.09969  -0.18962  0.01
N  -2.78929  0.29096  -0.14186  0.16
H  1.24020  1.80947  -2.74954  0.13
H  0.56159  1.67425  -1.11998  0.11
H  -0.37276  -0.16386  -2.51004  0.11
H  1.24525  -0.64006  -2.99325  0.14
H  3.32013  0.70299  -2.04541  0.14
H  2.98526  1.99723  -0.89019  0.14
H  -0.00123  1.07097  3.18360  0.13
H  -3.53299  -0.20032  0.39161  0.18
H  1.62437  -2.50464  0.98912  0.09
H  -0.70905  -3.75817  -0.12892  0.20
H  0.94047  -4.04883  1.43269  0.14
H  -2.22235  1.52438  3.42982  0.13
H  -3.35946  1.35347  2.17645  0.11
H  3.29221  0.15309  0.53184  0.17
H  0.56462  0.32622  1.72613  0.08
H  -2.63736  -0.21328  -1.02930  0.17
H  -3.12885  1.24364  -0.37665  0.19


(3)
3 unconnected molecules or ions with the total composition C5H17NO2 at a distorted geometry, computed with ωB97M-V/def2-TZVPD.

The calculation puts the lowest unoccupied orbital energy at 0.7 eV. For the energy above the lowest of the compared OMol25 structures with the same formula, charge and spin, the calculation gives 143.3 kJ/mol. For the maximum force, the calculation gives 0.05832 Eh/bohr. The orbital gap comes out at 9.73 eV. As for the HOMO energy: -8.994 eV. As for the SMILES: CCCCCN.O.O.

Each line ends with the Löwdin charge.
Geometry (Å):
C  -1.08247  1.31773  2.82439  -0.11
C  -1.39606  1.30636  1.32477  -0.27
C  -0.63938  0.23659  0.53011  -0.24
C  -1.06603  0.32879  -0.94048  -0.20
C  -0.42444  -0.80111  -1.75642  -0.27
N  -0.24751  -0.45881  -3.19070  -0.02
H  -2.01076  1.07697  3.37741  0.07
H  -0.71825  2.24815  3.21747  0.06
H  -0.65608  0.38938  3.21811  0.07
H  -2.45929  1.23815  1.06723  0.10
H  -1.19481  2.32386  0.97095  0.11
H  -0.59246  -0.72278  1.03756  0.07
H  0.43458  0.45059  0.67755  0.12
H  -0.93949  1.35840  -1.26098  0.11
H  -2.14316  0.13079  -0.98180  0.11
H  -1.04939  -1.68817  -1.78504  0.10
H  0.56085  -1.09418  -1.39982  0.11
H  -1.06879  -0.01150  -3.57376  0.05
H  0.54551  0.15762  -3.29290  0.05
O  0.70655  -2.86656  1.95326  -0.06
H  -0.03707  -3.33093  2.35465  0.04
H  0.26962  -2.05632  1.65858  -0.01
O  4.89934  -0.20296  -1.95212  -0.06
H  4.62647  0.65180  -1.60180  0.03
H  5.68253  0.01814  -2.47622  0.04


(4)
4 unconnected molecules or ions with the total composition C5H17NO5 at a distorted geometry, computed with ωB97M-V/def2-TZVPD.

The calculation puts the lowest unoccupied orbital energy at 0.4 eV. For the energy above the lowest of the compared OMol25 structures with the same formula, charge and spin, the calculation gives 150.7 kJ/mol. For the maximum force, the calculation gives 0.05076 Eh/bohr. The orbital gap comes out at 10.27 eV. As for the HOMO energy: -9.892 eV. As for the SMILES: C[C@H](O)CCNC=O.O.O.O.

Each line ends with the Löwdin charge.
Geometry (Å):
C  -2.82655  -1.20881  -0.13717  -0.03
C  -1.79221  -2.11168  -0.87399  -0.44
O  -1.96595  -3.36539  -0.23069  -0.06
C  -0.34684  -1.66479  -0.88466  -0.15
C  -0.06173  -0.68547  -2.02610  -0.21
N  0.80426  0.39757  -1.64273  0.02
C  0.45168  1.72784  -1.72991  -0.34
O  1.17836  2.57706  -1.26780  0.01
H  -3.84779  -1.39382  -0.49034  0.09
H  -2.49259  -0.17334  -0.28112  0.07
H  -2.68475  -1.25786  0.95176  0.08
H  -2.10006  -2.24780  -1.91395  0.14
H  -2.07922  -3.35738  0.72044  0.09
H  -0.00131  -1.35421  0.09528  0.10
H  0.22454  -2.64165  -1.00033  0.14
H  -0.97112  -0.34469  -2.55313  0.12
H  0.41535  -1.30992  -2.81220  0.12
H  1.55501  0.15779  -1.01017  0.14
H  -0.53512  1.87392  -2.16122  0.13
O  0.57602  -0.57441  3.04206  -0.06
H  0.85183  -0.24014  2.19356  -0.02
H  -0.20634  -0.04527  3.22411  0.04
O  2.89916  0.70972  1.87679  -0.05
H  2.98132  1.47885  1.30434  0.04
H  2.99891  0.98524  2.79234  0.05
O  0.66736  3.55212  2.04645  -0.05
H  -0.12175  3.87785  1.61122  0.03
H  1.00093  2.75920  1.62879  -0.01


(5)
4 unconnected molecules or ions with the total composition C5H17NO5 at a distorted geometry, computed with ωB97M-V/def2-TZVPD.

The calculation puts the lowest unoccupied orbital energy at 0.5 eV. For the energy above the lowest of the compared OMol25 structures with the same formula, charge and spin, the calculation gives 59.3 kJ/mol. For the maximum force, the calculation gives 0.03072 Eh/bohr. The orbital gap comes out at 10.82 eV. As for the HOMO energy: -10.368 eV. As for the SMILES: NC(=O)CCCCO.O.O.O.

Each line ends with the Löwdin charge.
Geometry (Å):
N  -2.62380  0.18708  0.97296  0.19
C  -1.40179  0.55538  0.49739  -0.52
O  -0.62311  1.17080  1.22231  0.03
C  -1.05426  0.24182  -0.93503  -0.11
C  -1.12183  -1.22508  -1.31566  -0.18
C  -0.14081  -2.17521  -0.55890  -0.15
C  1.07388  -1.47272  0.01829  -0.24
O  2.04272  -1.10342  -0.98558  -0.09
H  -3.31877  -0.27654  0.41543  0.11
H  -2.68609  0.16339  1.97238  0.10
H  -0.06350  0.61961  -1.14129  0.11
H  -1.80543  0.81095  -1.49884  0.14
H  -2.10332  -1.70159  -1.21053  0.10
H  -0.91845  -1.38712  -2.37107  0.11
H  0.27865  -2.88326  -1.26814  0.11
H  -0.63732  -2.64050  0.28957  0.11
H  1.57903  -2.02154  0.80216  0.12
H  0.79646  -0.49031  0.38126  0.07
H  2.35952  -1.82125  -1.54023  0.09
O  -0.71597  0.87011  4.07515  -0.07
H  -0.76637  0.60115  3.14293  -0.02
H  -1.51128  1.39619  4.20560  0.03
O  2.54301  1.48929  0.08214  -0.05
H  2.61599  0.52818  -0.02135  0.02
H  1.97445  1.70396  0.83674  0.05
O  1.74207  3.13902  -2.10966  -0.08
H  2.48294  2.98220  -2.69966  0.02
H  2.00340  2.73943  -1.25837  -0.01


(6)
5 unconnected molecules or ions with the total composition C5H17NO6 at a distorted geometry, computed with ωB97M-V/def2-TZVPD.

The calculation puts the lowest unoccupied orbital energy at 0.3 eV. For the energy above the lowest of the compared OMol25 structures with the same formula, charge and spin, the calculation gives 168.5 kJ/mol. For the maximum force, the calculation gives 0.02250 Eh/bohr. The orbital gap comes out at 9.89 eV. As for the HOMO energy: -9.628 eV. As for the SMILES: N[C@@H](C=O)CCC=O.O.O.O.O.

Each line ends with the Löwdin charge.
Geometry (Å):
N  -0.01366  -0.30838  1.99965  0.06
C  0.62913  -0.01635  0.72199  -0.36
C  1.81034  0.95459  0.87513  -0.22
O  2.62383  0.78181  1.75128  0.04
C  1.14467  -1.31444  0.09257  -0.15
C  0.00542  -2.23688  -0.40031  -0.14
C  -0.55374  -1.69468  -1.67849  -0.20
O  -1.55855  -1.01195  -1.74372  0.03
H  -0.35081  0.57338  2.37451  0.08
H  0.66966  -0.67393  2.65559  0.08
H  -0.15675  0.40991  0.09197  0.12
H  1.89292  1.81624  0.19676  0.13
H  1.82320  -1.08007  -0.73558  0.10
H  1.75136  -1.85031  0.82422  0.13
H  0.40861  -3.23434  -0.54156  0.11
H  -0.74737  -2.32737  0.39069  0.12
H  -0.04087  -1.98357  -2.61037  0.13
O  -2.36471  2.18593  -1.70766  -0.04
H  -1.94732  1.60968  -2.35059  0.03
H  -3.00676  1.64643  -1.27259  0.01
O  -2.88957  -0.06534  0.39181  -0.07
H  -2.32926  -0.34585  1.13161  0.03
H  -2.51818  -0.45679  -0.41821  0.00
O  -2.14180  2.55211  1.07752  -0.10
H  -2.01752  3.06823  0.25810  0.02
H  -2.51649  1.66611  0.86594  -0.02
O  3.76806  0.32106  -0.82749  -0.05
H  4.18965  0.37976  0.03160  0.04
H  4.43652  0.63500  -1.44437  0.05


(7)
3 unconnected molecules or ions with the total composition C5H18N2O2 at a distorted geometry, computed with ωB97M-V/def2-TZVPD.

The calculation puts the lowest unoccupied orbital energy at 0.8 eV. For the energy above the lowest of the compared OMol25 structures with the same formula, charge and spin, the calculation gives 179.5 kJ/mol. For the maximum force, the calculation gives 0.06544 Eh/bohr. The orbital gap comes out at 9.72 eV. As for the HOMO energy: -8.951 eV. As for the SMILES: CNCCN(C)C.O.O.

Each line ends with the Löwdin charge.
Geometry (Å):
C  -0.69748  0.93386  -2.66604  -0.10
N  -0.72491  -0.30768  -1.82735  -0.13
C  -1.60343  -0.24138  -0.64119  -0.24
C  -1.15405  -1.22992  0.43133  -0.23
N  0.15757  -0.84950  1.05539  -0.26
C  -0.10151  0.10056  2.15092  -0.08
C  0.69215  -2.16595  1.47556  -0.11
H  -1.73899  1.22169  -2.65013  0.07
H  -0.06010  1.75845  -2.34179  0.06
H  -0.37231  0.53739  -3.61971  0.07
H  0.18709  -0.62212  -1.53345  0.07
H  -1.62169  0.82695  -0.38276  0.11
H  -2.66176  -0.55144  -0.82205  0.12
H  -1.14615  -2.22728  -0.02869  0.11
H  -2.02830  -1.30974  1.11474  0.12
H  0.23763  -0.43937  3.06490  0.09
H  -1.09578  0.42579  2.44001  0.09
H  0.58824  0.92497  1.98294  0.07
H  0.12175  -2.68914  2.24600  0.09
H  0.71304  -2.82504  0.59458  0.08
H  1.79000  -2.13037  1.61608  0.09
O  1.54424  3.40212  -0.06451  -0.09
H  0.95249  2.93368  -0.67470  0.00
H  2.17073  2.68004  0.13859  0.00
O  2.22810  0.86412  -0.11077  -0.08
H  1.66355  0.06579  0.08549  0.03
H  1.95987  0.91351  -1.03337  0.03


(8)
3 unconnected molecules or ions with the total composition C5H18N2O2 at a distorted geometry, computed with ωB97M-V/def2-TZVPD.

The calculation puts the lowest unoccupied orbital energy at -6.7 eV. For the energy above the lowest of the compared OMol25 structures with the same formula, charge and spin, the calculation gives 41.6 kJ/mol. For the maximum force, the calculation gives 0.03062 Eh/bohr. The orbital gap comes out at 11.18 eV. Its charge is +2. As for the HOMO energy: -17.830 eV.

Each line ends with the Löwdin charge.
Geometry (Å):
C  -0.61035  -2.92728  0.00322  -0.02
C  -0.62907  -1.42902  0.30236  -0.32
C  0.15846  -0.69188  -0.78601  -0.10
C  0.45506  0.78635  -0.64362  -0.30
C  0.58186  1.52732  -1.73241  0.13
N  0.92454  1.30075  0.65577  0.24
N  -2.04049  -0.86539  0.40422  0.25
H  -0.63586  -3.17363  -1.05031  0.10
H  -1.48761  -3.46307  0.36879  0.10
H  0.21435  -3.37327  0.55662  0.11
H  -0.21011  -1.32512  1.30038  0.15
H  -0.36559  -0.82789  -1.71906  0.13
H  1.06750  -1.26980  -0.90935  0.15
H  0.95922  2.54163  -1.65376  0.10
H  0.30897  1.16078  -2.71070  0.11
H  0.16585  1.80592  1.12593  0.13
H  1.14921  0.49081  1.23570  0.17
H  1.76857  1.88718  0.64904  0.16
H  -2.69810  -1.55625  0.74821  0.17
H  -1.98133  -0.08274  1.06161  0.12
H  -2.34278  -0.54807  -0.52112  0.18
H  -2.38197  2.47999  1.84121  0.10
H  -1.42324  1.89898  2.83533  0.09
O  -1.71539  1.78047  1.91949  -0.04
H  4.06187  0.66219  -1.04896  0.08
H  3.25527  1.86997  -1.51160  0.06
O  3.45118  1.34107  -0.72099  -0.05


- energy above the lowest of the compared OMol25 structures with the same formula, charge and spin of number 8 (C5H18N2O2)?
  41.6 kJ/mol


Copy entry 5 word for word.
4 unconnected molecules or ions with the total composition C5H17NO5 at a distorted geometry, computed with ωB97M-V/def2-TZVPD.

The calculation puts the lowest unoccupied orbital energy at 0.5 eV. For the energy above the lowest of the compared OMol25 structures with the same formula, charge and spin, the calculation gives 59.3 kJ/mol. For the maximum force, the calculation gives 0.03072 Eh/bohr. The orbital gap comes out at 10.82 eV. As for the HOMO energy: -10.368 eV. As for the SMILES: NC(=O)CCCCO.O.O.O.

Each line ends with the Löwdin charge.
Geometry (Å):
N  -2.62380  0.18708  0.97296  0.19
C  -1.40179  0.55538  0.49739  -0.52
O  -0.62311  1.17080  1.22231  0.03
C  -1.05426  0.24182  -0.93503  -0.11
C  -1.12183  -1.22508  -1.31566  -0.18
C  -0.14081  -2.17521  -0.55890  -0.15
C  1.07388  -1.47272  0.01829  -0.24
O  2.04272  -1.10342  -0.98558  -0.09
H  -3.31877  -0.27654  0.41543  0.11
H  -2.68609  0.16339  1.97238  0.10
H  -0.06350  0.61961  -1.14129  0.11
H  -1.80543  0.81095  -1.49884  0.14
H  -2.10332  -1.70159  -1.21053  0.10
H  -0.91845  -1.38712  -2.37107  0.11
H  0.27865  -2.88326  -1.26814  0.11
H  -0.63732  -2.64050  0.28957  0.11
H  1.57903  -2.02154  0.80216  0.12
H  0.79646  -0.49031  0.38126  0.07
H  2.35952  -1.82125  -1.54023  0.09
O  -0.71597  0.87011  4.07515  -0.07
H  -0.76637  0.60115  3.14293  -0.02
H  -1.51128  1.39619  4.20560  0.03
O  2.54301  1.48929  0.08214  -0.05
H  2.61599  0.52818  -0.02135  0.02
H  1.97445  1.70396  0.83674  0.05
O  1.74207  3.13902  -2.10966  -0.08
H  2.48294  2.98220  -2.69966  0.02
H  2.00340  2.73943  -1.25837  -0.01


- maximum force of number 6 (C5H17NO6)?
  0.02250 Eh/bohr